(1)
DFT (the ωB97M-V functional and the def2-TZVPD basis) results for C53H58BrNO4PSr as an isolated structure.

Summary:
Multiplicity ... 1
Frontier orbital gap (spin up / spin down) ... 5.7 / 5.7 eV
DFT total energy ... -145754.1277 eV
Energy relative to the best compared isomer or geometry (same formula, charge and spin) ... 0.0 kcal per mole
Total charge ... -1

Element x y z (Å)
Sr: -18.816 -2.023 12.338
C: -25.742 -2.975 8.092
C: -25.393 -1.855 9.094
C: -25.790 -0.518 8.439
C: -26.252 -2.043 10.332
C: -23.894 -1.980 9.416
C: -23.405 -2.321 10.649
C: -22.025 -2.581 10.891
N: -21.481 -3.084 12.032
C: -21.945 -3.553 13.167
C: -23.261 -3.403 13.768
C: -23.568 -3.956 14.974
C: -22.570 -4.806 15.570
C: -21.302 -5.022 15.142
C: -20.884 -4.291 13.920
O: -19.713 -4.328 13.487
C: -20.422 -5.986 15.992
C: -21.136 -7.338 16.164
C: -19.043 -6.261 15.380
C: -20.212 -5.306 17.362
C: -24.924 -3.824 15.672
C: -25.685 -5.156 15.515
C: -24.730 -3.479 17.132
C: -25.748 -2.686 15.019
C: -21.056 -2.436 9.818
O: -19.818 -2.544 10.037
C: -21.596 -2.185 8.466
C: -22.944 -1.959 8.342
C: -20.682 -2.176 7.260
C: -19.748 -0.961 7.362
C: -21.457 -2.088 5.952
C: -19.872 -3.491 7.205
H: -26.827 -2.982 7.963
H: -25.486 -3.938 8.516
H: -25.259 -2.866 7.129
H: -26.860 -0.495 8.261
H: -25.297 -0.373 7.503
H: -25.542 0.342 9.067
H: -27.296 -1.992 10.028
H: -26.042 -1.245 11.043
H: -26.074 -2.980 10.814
H: -24.068 -2.403 11.489
H: -23.997 -2.788 13.267
H: -22.878 -5.309 16.493
H: -21.273 -7.862 15.232
H: -22.117 -7.251 16.636
H: -20.497 -7.951 16.828
H: -19.136 -6.729 14.417
H: -18.507 -6.959 16.030
H: -18.422 -5.369 15.261
H: -21.145 -5.170 17.911
H: -19.743 -4.327 17.266
H: -19.531 -5.948 17.948
H: -25.169 -6.027 15.928
H: -25.912 -5.341 14.469
H: -26.642 -5.055 16.040
H: -24.253 -4.265 17.710
H: -25.694 -3.326 17.605
H: -24.152 -2.573 17.255
H: -25.952 -2.909 13.986
H: -25.213 -1.740 15.054
H: -26.693 -2.595 15.567
H: -23.329 -1.794 7.338
H: -20.321 -0.043 7.262
H: -19.041 -0.951 6.529
H: -19.215 -0.889 8.307
H: -22.051 -1.180 5.831
H: -22.139 -2.930 5.870
H: -20.713 -2.115 5.159
H: -19.253 -3.645 8.084
H: -19.239 -3.470 6.319
H: -20.562 -4.323 7.068
C: -19.702 3.077 16.750
C: -20.171 2.923 15.471
C: -19.415 2.283 14.492
C: -18.163 1.775 14.811
C: -17.678 1.955 16.102
C: -18.422 2.617 17.069
P: -17.186 0.786 13.599
C: -15.488 1.433 13.921
C: -15.151 2.786 14.143
C: -13.842 3.164 14.380
C: -12.838 2.188 14.368
C: -13.120 0.867 14.119
C: -14.448 0.486 13.899
C: -17.703 1.408 11.947
C: -17.089 2.462 11.263
C: -17.585 2.872 10.050
C: -18.781 2.269 9.620
C: -19.429 1.294 10.358
C: -18.859 0.738 11.526
H: -20.338 3.589 17.491
H: -21.134 3.357 15.206
H: -19.822 2.173 13.493
H: -16.684 1.605 16.351
H: -17.956 2.761 18.034
H: -15.947 3.526 14.118
H: -13.590 4.194 14.571
H: -11.802 2.507 14.510
H: -12.314 0.138 14.068
H: -14.687 -0.560 13.710
H: -16.212 2.938 11.710
H: -17.053 3.591 9.451
H: -19.230 2.520 8.655
H: -20.375 0.929 9.973
Br: -15.584 -5.402 18.531
C: -16.546 -3.744 18.294
C: -17.118 -3.053 19.339
C: -17.906 -1.958 19.083
C: -18.233 -1.601 17.764
C: -17.675 -2.333 16.733
C: -16.799 -3.386 16.999
C: -18.104 -2.283 15.217
O: -19.162 -1.681 14.905
O: -17.361 -2.915 14.439
H: -16.973 -3.394 20.352
H: -18.293 -1.363 19.901
H: -18.897 -0.779 17.517
H: -16.394 -3.885 16.142



(2)
DFT (the ωB97M-V functional and the def2-TZVPD basis) results for one molecule with the formula C4H8N2O.

Summary:
Multiplicity ... 1
Frontier orbital gap ... 9.8 eV
DFT total energy ... -9305.1625 eV
Energy relative to the best compared isomer or geometry (same formula, charge and spin) ... 28.4 kcal per mole
Structure (SMILES) ... [H]/N=C(\NC)C(C)=O

Element x y z (Å)
C: -2.386 0.039 0.169
N: -1.175 -0.582 -0.333
C: 0.040 -0.349 0.259
N: 0.336 -0.289 1.501
C: 1.145 -0.092 -0.758
O: 0.904 -0.234 -1.940
C: 2.465 0.398 -0.238
H: -2.801 0.702 -0.599
H: -2.149 0.653 1.045
H: -3.153 -0.690 0.448
H: -1.091 -0.625 -1.340
H: -0.474 -0.518 2.080
H: 2.869 -0.293 0.505
H: 3.154 0.526 -1.075
H: 2.316 1.354 0.275



(3)
DFT (the ωB97M-V functional and the def2-TZVPD basis) results for a 6-piece molecular cluster, C33H57NO13 overall.

Summary:
Multiplicity ... 1
Frontier orbital gap ... 8.3 eV
DFT total energy ... -63248.0937 eV
Structure (SMILES) ... [H]/N=C(/C)CC1=C(CC)C(=O)C=C(OCC)C1=O.CCOC(C)=O.CCOC(C)=O.CCOC(C)=O.CCOC(C)=O.CCOC(C)=O

Element x y z (Å)
C: -4.803 2.706 0.306
C: -5.676 1.392 0.611
O: -4.942 0.474 1.458
C: -3.766 -0.013 0.829
C: -3.941 -0.814 -0.341
C: -2.646 -1.336 -1.079
O: -2.655 -2.338 -1.847
C: -1.285 -0.514 -0.830
C: -0.181 -0.668 -1.995
C: -0.349 0.676 -2.904
C: -1.072 0.283 0.337
C: 0.301 1.046 0.567
C: 0.183 2.635 0.676
C: -0.973 3.538 0.061
N: 1.159 3.272 1.309
C: -2.282 0.295 1.379
O: -2.128 0.492 2.613
H: -4.405 2.741 -0.766
H: -3.929 2.716 1.056
H: -5.407 3.659 0.502
H: -6.645 1.665 1.171
H: -6.027 0.922 -0.380
H: -4.980 -1.078 -0.738
H: 0.869 -0.770 -1.557
H: -0.401 -1.557 -2.678
H: 0.011 1.560 -2.257
H: -1.483 0.837 -3.016
H: 0.198 0.609 -3.897
H: 1.115 0.805 -0.190
H: 0.703 0.683 1.586
H: -1.265 4.292 0.881
H: -0.493 4.177 -0.770
H: -1.882 2.968 -0.311
H: 1.838 2.549 1.632
O: 2.596 -1.686 -1.764
C: 3.234 -1.788 -2.788
O: 2.980 -0.970 -3.822
C: 3.803 -0.867 -4.995
C: 3.415 -1.911 -6.022
C: 4.249 -2.884 -2.956
H: 4.864 -0.905 -4.736
H: 3.621 0.126 -5.409
H: 3.570 -2.924 -5.644
H: 4.002 -1.789 -6.935
H: 2.355 -1.824 -6.271
H: 3.747 -3.788 -3.303
H: 4.709 -3.079 -1.986
H: 5.061 -2.628 -3.634
O: 3.036 2.190 -6.245
C: 4.111 2.650 -6.557
O: 4.180 3.669 -7.429
C: 5.375 4.415 -7.707
C: 6.199 3.739 -8.784
C: 5.387 2.033 -6.053
H: 5.946 4.598 -6.794
H: 5.048 5.393 -8.067
H: 6.538 2.750 -8.468
H: 7.075 4.341 -9.033
H: 5.601 3.595 -9.687
H: 5.668 1.206 -6.708
H: 5.210 1.650 -5.047
H: 6.211 2.738 -5.971
O: -0.649 -4.833 6.919
C: -1.179 -4.356 5.940
O: -1.289 -3.023 5.814
C: -1.711 -2.360 4.612
C: -3.221 -2.264 4.549
C: -1.806 -5.240 4.896
H: -1.283 -2.837 3.727
H: -1.289 -1.353 4.653
H: -3.684 -3.252 4.518
H: -3.535 -1.707 3.664
H: -3.608 -1.760 5.438
H: -2.825 -5.484 5.199
H: -1.222 -6.159 4.827
H: -1.810 -4.805 3.899
O: 6.181 6.428 0.576
C: 5.471 6.292 1.546
O: 4.440 5.430 1.512
C: 3.669 5.046 2.660
C: 2.543 6.026 2.911
C: 5.666 7.146 2.769
H: 4.309 4.907 3.535
H: 3.246 4.067 2.431
H: 2.924 7.026 3.135
H: 1.925 5.696 3.748
H: 1.914 6.118 2.022
H: 5.129 8.086 2.638
H: 6.731 7.353 2.877
H: 5.352 6.665 3.693
O: -5.637 -4.324 3.445
C: -6.016 -5.228 4.152
O: -5.368 -6.407 4.145
C: -5.606 -7.466 5.084
C: -6.747 -8.352 4.627
C: -7.266 -5.088 4.977
H: -5.758 -7.072 6.092
H: -4.687 -8.056 5.119
H: -7.686 -7.797 4.567
H: -6.884 -9.189 5.314
H: -6.547 -8.745 3.627
H: -8.130 -5.345 4.364
H: -7.350 -4.049 5.299
H: -7.262 -5.690 5.883